Run A
Here is one molecule with the formula C2H5O2P from OMol25. Energies are from ωB97M-V/def2-TZVPD.

```
10
C2H5O2P, DFT ωB97M-V/def2-TZVPD
C -0.50 -0.23 -0.07
C 0.82 -0.88 -0.26
O -0.58 0.65 1.09
O -1.75 2.48 -0.71
P -0.47 1.80 -0.66
H 1.71 -0.26 0.18
H 0.86 -0.94 -1.36
H 0.88 -1.93 0.16
H 0.30 0.55 1.45
H -1.26 -1.25 0.16
```

Molecular weight, Da: 92.03
Gap between HOMO and LUMO, hartree: 0.3345
HOMO level, eV: -8.76



Run B
Here is one molecule with the formula C2H5O2P from OMol25. Energies are from ωB97M-V/def2-TZVPD.

```
10
C2H5O2P, DFT ωB97M-V/def2-TZVPD
C 0.01 -0.48 0.19
C 1.79 0.09 0.15
O -0.27 -1.63 0.29
O -2.51 0.13 -0.38
P -1.19 0.91 0.05
H 2.29 -0.51 0.90
H 1.72 1.11 0.58
H 2.19 -0.33 -0.78
H -3.16 -0.16 0.19
H -0.87 0.87 -1.20
```

SMILES: CC(=O)PO
Molecular weight, Da: 92.03
Gap between HOMO and LUMO, hartree: 0.3405
HOMO level, eV: -8.64



Stability check: which of them is least stable? run A.



Run A
Here is a 2-piece molecular cluster, C3H10S3 overall from OMol25. Energies are from ωB97M-V/def2-TZVPD.

```
16
C3H10S3, DFT ωB97M-V/def2-TZVPD
C -3.02 0.12 1.76
S -1.88 -1.07 2.47
S -0.08 -0.05 2.38
H -3.31 0.95 2.41
H -2.55 0.54 0.87
H -3.96 -0.39 1.54
H 0.27 -0.56 1.19
C 0.94 -0.16 -2.04
C 1.63 0.56 -0.92
S 2.80 -0.52 0.03
H 0.26 -0.92 -1.67
H 0.45 0.53 -2.74
H 1.63 -0.66 -2.68
H 0.97 1.08 -0.23
H 2.34 1.31 -1.28
H 3.51 -0.77 -1.08
```

SMILES: CCS.CSS
Molecular weight, Da: 142.31
Gap between HOMO and LUMO, hartree: 0.3550
HOMO level, eV: -9.04



Run B
Here is a 2-piece molecular cluster, C3H10S3 overall from OMol25. Energies are from ωB97M-V/def2-TZVPD.

```
16
C3H10S3, DFT ωB97M-V/def2-TZVPD
C 3.35 2.63 0.73
S 1.85 2.07 -0.18
S 2.11 0.01 0.14
H 3.18 3.61 1.16
H 3.69 1.95 1.51
H 4.17 2.73 0.02
H 0.80 -0.22 0.29
C -2.67 -0.97 0.80
S -1.55 -0.33 -0.50
C -1.56 -1.85 -1.59
H -3.62 -1.22 0.32
H -2.35 -1.95 1.18
H -2.59 -0.23 1.58
H -2.08 -1.43 -2.45
H -2.17 -2.64 -1.16
H -0.55 -2.14 -1.83
```

SMILES: CSC.CSS
Molecular weight, Da: 142.31
Gap between HOMO and LUMO, hartree: 0.3197
HOMO level, eV: -8.09



Stability check: which of them is least stable? run B.



Run A
Here is a 2-piece molecular cluster, C3H10S3 overall from OMol25. Energies are from ωB97M-V/def2-TZVPD.

```
16
C3H10S3, DFT ωB97M-V/def2-TZVPD
C -0.89 1.97 -1.69
S 0.22 0.56 -1.96
S -0.88 -0.88 -0.95
C 0.53 -1.94 -0.57
H -1.85 1.79 -2.15
H -1.00 2.16 -0.63
H -0.40 2.81 -2.17
H 1.25 -1.39 0.03
H 0.16 -2.80 -0.02
H 0.99 -2.29 -1.49
C 0.24 -0.88 2.86
S 0.77 0.70 2.13
H 1.09 -1.55 2.93
H -0.18 -0.70 3.85
H -0.52 -1.33 2.23
H -0.10 0.68 1.11
```

SMILES: CSSC.CS
Molecular weight, Da: 142.31
Gap between HOMO and LUMO, hartree: 0.3172
HOMO level, eV: -8.13



Run B
Here is a 2-piece molecular cluster, C3H10S3 overall from OMol25. Energies are from ωB97M-V/def2-TZVPD.

```
16
C3H10S3, DFT ωB97M-V/def2-TZVPD
C -0.78 -2.42 -0.01
S 0.49 -1.83 1.17
S -0.61 -1.14 2.79
H -0.70 -3.50 -0.11
H -0.47 -1.95 -0.94
H -1.79 -2.18 0.27
H -0.85 0.09 2.32
C -0.58 1.09 -1.44
S 1.19 1.54 -1.56
C 1.64 1.77 0.16
H -1.06 1.82 -2.08
H -0.92 1.21 -0.41
H -0.78 0.07 -1.73
H 1.01 1.15 0.79
H 2.66 1.47 0.39
H 1.53 2.82 0.39
```

SMILES: CSC.CSS
Molecular weight, Da: 142.31
Gap between HOMO and LUMO, hartree: 0.3261
HOMO level, eV: -8.44



Run C
Here is a 2-piece molecular cluster, C3H10S3 overall from OMol25. Energies are from ωB97M-V/def2-TZVPD.

```
16
C3H10S3, DFT ωB97M-V/def2-TZVPD
C -1.38 2.38 0.12
S -0.01 2.68 -1.03
S 1.49 1.43 -0.17
H -2.09 3.16 -0.14
H -1.75 1.38 -0.11
H -1.21 2.48 1.19
H 2.32 1.87 -1.13
C -0.82 -1.48 0.91
S -0.43 -2.16 -0.76
C 1.38 -1.97 -0.67
H -0.06 -1.87 1.58
H -0.80 -0.40 0.83
H -1.81 -1.82 1.22
H 1.88 -2.87 -0.34
H 1.51 -1.22 0.10
H 1.78 -1.59 -1.61
```

SMILES: CSC.CSS
Molecular weight, Da: 142.31
Gap between HOMO and LUMO, hartree: 0.3136
HOMO level, eV: -8.26



Stability check: which of them is least stable? run C.



Run A
Here is an isolated ion of composition C3H5N2O2 and charge +1 from OMol25. Energies are from ωB97M-V/def2-TZVPD.

```
12
C3H5N2O2, DFT ωB97M-V/def2-TZVPD
C 1.04 -1.01 0.11
C 2.57 -0.30 0.06
C -1.28 0.16 -0.30
N 2.41 1.08 0.22
N 0.11 -0.23 -0.05
O 3.55 -0.89 -0.27
O 1.36 1.64 -0.21
H 1.08 -2.02 0.31
H -1.36 0.59 -1.31
H -1.39 1.13 0.27
H -2.08 -0.61 -0.13
H 3.08 1.38 0.88
```

SMILES: C/N=C/C(=O)[NH+]=O
Molecular weight, Da: 101.08
Gap between HOMO and LUMO (alpha / beta), hartree: 0.3043 / 0.2896
HOMO level (alpha / beta), eV: -14.96 / -15.25
Charge: +1



Run B
Here is a 2-piece molecular cluster, C3H5N2O2 overall from OMol25. Energies are from ωB97M-V/def2-TZVPD.

```
12
C3H5N2O2, DFT ωB97M-V/def2-TZVPD
C 1.92 0.57 -0.48
C -1.99 -1.48 -0.12
C -0.21 1.07 0.43
N 2.62 -0.17 0.15
N 0.74 1.18 -0.42
O 3.52 -0.90 0.34
O -1.05 -0.84 -0.56
H -2.47 -2.21 -0.70
H -2.67 -1.27 0.86
H -0.17 0.24 1.19
H -0.95 1.93 0.45
H 0.70 1.89 -1.13
```

Molecular weight, Da: 101.08
Gap between HOMO and LUMO (alpha / beta), hartree: 0.3157 / 0.3156
HOMO level (alpha / beta), eV: -14.24 / -14.24
Charge: +1



Stability check: which of them is least stable? run B.



Run A
Here is C3H5N2O2 as an isolated structure from OMol25. Energies are from ωB97M-V/def2-TZVPD.

```
12
C3H5N2O2, DFT ωB97M-V/def2-TZVPD
C 0.02 -0.36 0.59
C -1.38 0.36 -0.68
C 0.17 0.32 -0.76
N -1.27 -0.70 0.36
N 1.04 -0.57 1.41
O -2.32 0.97 -0.90
O 0.93 1.45 -0.97
H 0.49 -0.49 -1.52
H -1.90 -1.34 0.89
H 1.89 -0.23 1.00
H 0.91 -0.81 2.35
H 1.41 1.41 -1.77
```

Molecular weight, Da: 101.08
Gap between HOMO and LUMO, hartree: 0.4036
HOMO level, eV: -15.47
Charge: +1



Run B
Here is an isolated ion of composition C3H5N2O2 and charge +1 from OMol25. Energies are from ωB97M-V/def2-TZVPD.

```
12
C3H5N2O2, DFT ωB97M-V/def2-TZVPD
C 0.77 1.03 -0.23
C -1.63 0.62 0.02
C -1.11 -0.84 0.43
N -0.55 1.45 -0.22
N 1.01 -0.19 -0.18
O -2.78 0.88 -0.06
O -1.30 -1.72 -0.42
H 1.62 1.75 -0.33
H -0.79 -1.09 1.53
H -0.67 2.56 -0.33
H 1.88 -0.77 -0.23
H -1.21 -2.67 -0.09
```

Molecular weight, Da: 101.08
Gap between HOMO and LUMO, hartree: 0.3657
HOMO level, eV: -15.05
Charge: +1



Run C
Here is an isolated ion of composition C3H5N2O2 and charge +1 from OMol25. Energies are from ωB97M-V/def2-TZVPD.

```
12
C3H5N2O2, DFT ωB97M-V/def2-TZVPD
C 0.45 1.02 -1.04
C 0.32 0.56 0.06
C -0.60 -1.47 1.07
N 0.34 1.71 -2.31
N 0.30 -0.23 1.23
O -0.47 1.17 -2.95
O 0.87 2.75 -2.44
H -0.27 -1.89 0.07
H -0.36 -2.26 1.80
H -1.67 -1.19 0.87
H -0.08 0.39 2.09
H 1.18 -0.55 1.54
```

SMILES: C[NH2+]C#C[N+](=O)[O-]
Molecular weight, Da: 101.08
Gap between HOMO and LUMO, hartree: 0.3965
HOMO level, eV: -15.51
Charge: +1



Run D
Here is a 2-piece molecular cluster, C3H5N2O2 overall from OMol25. Energies are from ωB97M-V/def2-TZVPD.

```
12
C3H5N2O2, DFT ωB97M-V/def2-TZVPD
C 1.63 0.09 -0.08
C -0.85 0.46 -0.55
C -1.50 0.28 0.75
N 1.31 -1.02 -0.03
N -1.39 -0.63 -0.41
O 2.19 1.23 0.06
O 0.66 -2.00 -0.23
H -0.29 1.09 -1.24
H -2.56 0.62 0.78
H -0.99 0.09 1.75
H 3.23 1.21 0.18
H -1.43 -1.42 -0.98
```

Molecular weight, Da: 101.08
Gap between HOMO and LUMO, hartree: 0.3402
HOMO level, eV: -13.89
Charge: +1



Stability check: which of them is least stable? run C.



Run A
Here is one molecule with the formula C24H25N3O4 from OMol25. Energies are from ωB97M-V/def2-TZVPD.

```
56
C24H25N3O4, DFT ωB97M-V/def2-TZVPD
C 0.36 3.10 6.09
H 0.49 3.08 7.18
O 0.42 1.81 5.54
C 1.59 1.10 5.66
C 2.72 1.56 6.32
C 3.85 0.76 6.38
C 3.87 -0.48 5.79
C 2.74 -0.94 5.12
C 1.60 -0.17 5.06
C 0.37 -0.64 4.33
N 0.08 0.20 3.19
C 0.26 -0.17 1.91
O 0.59 -1.29 1.55
C -0.02 1.01 0.97
O -0.14 2.13 1.47
C -0.12 0.74 -0.43
C -0.05 -0.49 -1.07
N -0.17 -0.35 -2.40
C -0.35 0.99 -2.69
C -0.53 1.62 -3.91
C -0.68 2.99 -3.90
C -0.65 3.72 -2.71
C -0.47 3.09 -1.49
C -0.32 1.71 -1.48
H -0.45 3.64 -0.57
H -0.77 4.79 -2.74
H -0.83 3.52 -4.83
H -0.57 1.07 -4.84
C -0.19 -1.41 -3.36
H 0.21 -2.31 -2.89
H 0.44 -1.15 -4.22
C -1.63 -1.68 -3.83
O -2.59 -1.10 -3.37
N -1.73 -2.61 -4.80
C -0.66 -3.34 -5.44
C -1.38 -4.36 -6.33
H -1.60 -5.26 -5.76
C -2.69 -3.64 -6.68
C -3.03 -2.94 -5.37
H -3.58 -3.61 -4.69
H -3.62 -2.03 -5.49
H -2.51 -2.91 -7.46
H -3.47 -4.32 -7.00
H -0.80 -4.63 -7.20
H -0.05 -2.67 -6.05
H -0.01 -3.83 -4.70
H 0.09 -1.45 -0.61
H -0.12 1.18 3.36
H 0.51 -1.66 3.95
H -0.50 -0.62 5.00
H 2.75 -1.91 4.65
H 4.76 -1.10 5.83
H 4.73 1.13 6.90
H 2.73 2.53 6.79
H -0.64 3.46 5.86
H 1.10 3.77 5.64
```

SMILES: COc1ccccc1CNC(=O)C(=O)c1cn(CC(=O)N2CCCC2)c2ccccc12
Molecular weight, Da: 419.48
Gap between HOMO and LUMO, hartree: 0.3106
HOMO level, eV: -8.00



Run B
Here is a 2-piece molecular cluster, C24H25N3O4 overall from OMol25. Energies are from ωB97M-V/def2-TZVPD.

```
56
C24H25N3O4, DFT ωB97M-V/def2-TZVPD
O -2.97 -3.65 -0.06
C -2.55 -2.50 -0.33
N -1.30 -2.03 -0.74
H -1.12 -1.18 -0.65
C -0.32 -3.21 -0.88
H 0.05 -3.13 -1.68
H -0.81 -4.16 -0.33
C 0.67 -2.57 0.20
C 1.90 -3.36 0.12
C 2.86 -3.85 1.17
C 3.82 -4.26 0.52
C 3.48 -4.28 -0.92
O 2.45 -3.91 -1.12
H 4.11 -4.65 -1.66
H 4.73 -4.94 0.82
H 2.64 -3.71 2.36
N 0.92 -1.30 0.25
C 1.29 -0.54 1.49
H 0.81 -0.71 2.18
C 1.14 1.08 1.36
N 1.91 1.47 0.02
C 2.22 2.91 0.18
C 1.83 3.91 0.93
C 2.23 5.15 0.97
C 3.26 5.63 -0.37
C 3.86 4.51 -0.98
C 3.34 3.00 -0.90
H 3.79 2.60 -1.58
H 4.45 4.71 -1.58
H 3.65 6.44 -0.12
H 1.90 5.96 1.41
H 1.04 3.54 1.47
C 1.59 0.83 -1.07
C 1.71 -0.85 -0.93
H 1.39 -1.31 -1.81
H 2.83 -0.73 -0.68
H 2.19 1.13 -2.11
H 0.50 1.02 -1.06
H 1.52 1.56 2.17
H -0.02 1.39 1.21
H 2.46 -0.79 1.79
H 0.12 -2.68 1.55
C -3.77 -1.40 -0.13
C -4.83 -1.73 0.67
C -5.84 -0.55 0.81
C -5.39 0.55 0.27
C -4.36 0.74 -0.50
C -3.36 -0.26 -0.74
H -2.64 0.18 -1.55
O -4.63 2.19 -0.97
C -5.64 2.74 -0.53
O -6.29 1.78 0.29
H -6.16 3.06 -1.39
H -5.34 3.49 0.22
H -6.48 -0.86 1.63
H -4.85 -2.47 1.29
```

Molecular weight, Da: 419.48
Gap between HOMO and LUMO, hartree: 0.2824
HOMO level, eV: -7.53



Stability check: which of them is least stable? run B.